{"formula": "C23H21N4O4RhS3Te", "method": "ωB97M-V with the def2-TZVPD basis set", "elements": ["H", "H", "H", "H", "C", "H", "H", "H", "H", "N", "H", "O", "C", "C", "O", "C", "N", "S", "H", "H", "C", "O", "C", "C", "C", "C", "Rh", "C", "C", "S", "H", "H", "C", "C", "C", "N", "H", "N", "H", "C", "C", "H", "C", "S", "H", "C", "H", "H", "C", "C", "O", "H", "Te", "C", "C", "C", "H"], "positions_angstrom": [[-1.073, -4.592, 6.605], [-2.298, -4.955, 4.516], [4.522, -1.252, -1.475], [2.766, -1.384, -1.418], [3.649, -1.123, -0.832], [0.796, -2.966, 6.712], [0.507, 3.079, -0.253], [1.546, 3.746, -1.513], [0.184, -2.063, 2.570], [-1.499, -2.800, 1.162], [5.443, 3.338, 2.609], [-0.786, -0.509, -4.162], [1.503, 3.486, -0.451], [5.593, 2.322, 2.247], [-3.652, 1.709, -6.851], [3.588, 0.279, -0.269], [-2.341, 1.212, -2.708], [-1.994, -2.140, -1.413], [5.279, -0.061, 0.991], [-4.446, 2.420, -0.575], [-1.484, -4.250, 4.539], [-4.948, 3.180, -5.777], [-0.086, -2.618, 3.454], [-2.488, 1.102, -4.073], [-3.458, 1.955, -4.485], [-2.119, -3.053, 0.073], [-0.867, -0.270, -2.020], [0.594, -2.412, 4.642], [2.641, 1.224, -0.660], [-3.138, -4.449, 0.135], [-4.629, 3.277, -3.365], [5.597, 1.651, 3.108], [-2.681, -4.733, 1.788], [-4.086, 2.332, -5.781], [2.577, 2.493, -0.077], [-3.898, 2.580, -3.344], [-2.781, 1.944, -0.225], [-1.808, -3.742, 2.138], [1.398, -1.687, 4.668], [-0.785, -4.033, 5.723], [-3.407, 2.547, -0.878], [3.501, 3.807, 1.330], [4.524, 0.660, 0.688], [-3.282, -6.033, 2.603], [6.583, 2.269, 1.790], [-1.126, -3.547, 3.397], [-3.140, 3.597, -0.749], [-2.927, 1.051, -6.608], [4.528, 1.928, 1.254], [3.532, 2.821, 0.877], [-1.806, 0.091, -6.065], [1.608, 4.408, 0.119], [1.444, 0.861, -2.344], [-3.208, 2.114, -2.287], [-1.644, 0.159, -4.845], [0.256, -3.123, 5.787], [3.725, -1.851, -0.024]], "atomic_forces_ev_per_a": [[0.0, 0.0, 0.0], [0.1, 0.1, 0.0], [0.0, 0.0, 0.0], [0.0, 0.0, 0.0], [0.1, 0.2, 0.0], [0.0, 0.0, 0.0], [0.0, 0.0, 0.0], [0.0, 0.0, 0.0], [0.0, 0.0, 0.0], [0.0, -0.2, 0.5], [0.0, 0.0, 0.0], [-0.3, 0.2, -0.3], [0.1, -0.1, 0.0], [-0.1, -0.1, 0.0], [-0.2, 0.2, 0.2], [0.1, -0.1, 0.1], [0.1, 0.1, 0.1], [0.0, -0.6, 0.0], [0.0, 0.0, 0.0], [0.0, 0.0, 0.0], [0.0, 0.0, 0.2], [0.0, 0.0, 0.0], [0.0, 0.0, -0.1], [0.1, -0.1, 0.3], [-0.3, 0.2, 0.0], [0.1, 0.5, -0.2], [-0.5, -0.2, 0.0], [0.0, 0.0, 0.0], [0.0, -0.1, 0.0], [-0.2, -0.1, -0.2], [0.0, 0.0, 0.0], [0.0, 0.0, 0.0], [0.2, 0.2, 0.0], [0.0, -0.1, -0.1], [0.0, 0.1, 0.1], [-0.1, 0.1, 0.0], [0.0, 0.0, 0.0], [0.2, 0.3, 0.2], [0.0, 0.0, 0.0], [-0.1, 0.0, 0.0], [0.0, 0.0, -0.1], [0.0, 0.0, 0.0], [0.0, -0.1, 0.0], [0.0, -0.1, 0.0], [0.0, 0.0, 0.0], [-0.1, 0.0, -0.3], [0.0, 0.0, 0.0], [0.1, -0.1, -0.1], [0.1, 0.0, 0.1], [-0.1, 0.1, 0.0], [0.1, -0.1, 0.0], [0.0, 0.0, 0.0], [0.3, 0.1, -0.2], [0.0, 0.0, 0.0], [0.4, -0.3, 0.1], [0.0, 0.0, -0.1], [0.0, 0.0, 0.0]], "mulliken_spin": [0.000, 0.000, 0.001, 0.005, 0.007, 0.000, -0.012, -0.007, 0.003, 0.043, 0.000, 0.132, 0.072, -0.001, 0.000, 0.009, 0.102, 0.371, -0.001, 0.000, 0.002, 0.001, -0.001, -0.018, -0.007, -0.024, 2.228, -0.001, -0.046, 0.008, 0.001, 0.001, -0.002, 0.001, -0.051, 0.003, 0.006, 0.012, 0.000, -0.001, 0.012, -0.001, -0.001, 0.004, 0.001, -0.001, -0.001, 0.001, 0.014, 0.006, 0.010, 0.003, 1.084, -0.010, 0.038, 0.002, 0.003], "orbital_gap_ev": [8.01, 4.91], "spin_multiplicity": 5, "de_lowest_kcal_mol": 2.5, "e_homo_ev": [-8.04, -8.06], "charge": 0, "s_squared": 6.02}